(1)
Below is 2 unconnected molecules or ions with the total composition C5H13N2O2, with properties calculated with ωB97M-V/def2-TZVPD.

Spin multiplicity ... 1
Charge ... -1
HOMO level ... -2.615 eV
LUMO level ... 3.93 eV
Relative energy (zero: lowest compared OMol25 entry of this formula, charge and spin) ... 0.0187 eV
F_max ... 0.0152 hartree/bohr

The geometry in XYZ format:
```
22
Properties=species:S:1:pos:R:3:forces:R:3:lowdin_charge:R:1
C -1.342913 -0.224318 0.445255 0.479 -0.331 0.524 -0.2503
O -1.452414 -1.524640 1.015503 0.160 -0.066 0.023 -0.1227
C -0.139615 0.548235 1.004818 -0.489 -0.059 0.353 -0.3882
C 1.159129 -0.161622 0.649933 0.298 0.159 -0.104 -0.1666
C 1.213680 -0.694435 -0.772322 0.077 -0.333 0.434 -0.6020
C 1.682676 0.118271 -1.772317 -0.093 0.470 -0.554 -0.0867
N 0.757562 -1.951758 -0.807143 -0.172 -0.222 -0.441 -0.0200
N -0.253346 0.703940 2.475446 0.124 0.197 -0.117 0.0218
H -2.248759 0.331513 0.688635 -0.190 -0.048 -0.216 0.1112
H -1.184292 -0.368107 -0.617494 -0.317 0.485 -0.331 0.0958
H -0.190437 1.560802 0.587870 0.196 -0.111 -0.259 0.1057
H 2.021111 0.473035 0.878145 -0.053 0.114 -0.038 0.1065
H 1.220599 -1.041538 1.287066 0.047 -0.092 0.152 0.0985
H 1.737728 -0.224309 -2.799638 -0.043 -0.134 -0.050 -0.0014
H 2.019423 1.139540 -1.612004 0.027 -0.158 0.273 0.0041
H -0.752450 -2.038121 0.538186 -0.085 0.200 -0.022 0.0469
H 0.733693 -2.294213 -1.776461 0.047 0.186 0.294 0.0084
H -1.057011 0.181031 2.806990 0.215 -0.157 0.012 0.0520
H 0.578242 0.303638 2.902107 -0.326 -0.015 0.056 0.0498
H -0.559847 2.785637 -1.223617 0.061 -0.154 -0.007 0.0110
H -0.591718 1.724650 -2.314230 0.143 -0.004 0.247 0.0133
O -1.059988 2.512361 -1.997921 -0.105 0.074 -0.229 -0.0872
```
Positions in Å, forces in eV/Å.


(2)
Below is a molecular structure, C33H35BrEuN8O4SSi at a distorted geometry, with properties calculated with ωB97M-V/def2-TZVPD.

Spin multiplicity ... 7
Charge ... +1
HOMO level (spin up / spin down) ... -10.278 / -10.308 eV
LUMO level (spin up / spin down) ... -4.01 / -2.13 eV
Relative energy (zero: lowest compared OMol25 entry of this formula, charge and spin) ... 0.8376 eV
F_max ... 0.0554 hartree/bohr

The geometry in XYZ format:
```
84
Properties=species:S:1:pos:R:3:forces:R:3:lowdin_charge:R:1
Eu -0.373710 -0.696306 1.389917 -2.467 -0.143 1.413 2.0613
C -1.906383 3.202704 0.701510 -0.013 -0.023 0.022 -0.0265
C -1.567123 2.776191 2.101956 0.099 0.021 -0.108 -0.3244
C -1.647814 3.675038 3.142723 -0.035 0.044 0.047 -0.0441
C -1.355915 3.236584 4.434164 -0.008 0.028 0.007 -0.0465
C -1.023832 1.923969 4.660587 0.031 -0.024 0.066 -0.0188
C -0.976694 1.041733 3.568847 0.028 -0.291 -0.020 -0.4526
N -1.202882 1.497074 2.303604 -0.066 -0.070 -0.139 0.0112
N -0.725644 -0.295411 3.622912 0.060 0.315 -0.350 -0.2325
Si -0.609438 -1.377627 4.974700 -0.043 -0.089 -0.352 0.3523
C -0.739602 -2.979764 4.011891 0.013 -0.120 0.027 -0.1943
C 1.005156 -1.278877 5.867789 0.249 0.051 0.146 -0.1663
C -2.022841 -1.232145 6.159973 -0.224 0.089 0.188 -0.1687
H -2.872223 3.708841 0.686281 0.020 0.017 0.009 0.0911
H -1.958888 2.345177 0.034295 -0.016 0.007 0.034 0.0418
H -1.163436 3.901563 0.311282 0.009 -0.034 0.010 0.0877
H -1.942541 4.697210 2.949809 -0.006 -0.016 0.018 0.1152
H -1.404053 3.931538 5.263567 -0.001 -0.010 -0.011 0.1164
H -0.805563 1.555871 5.654772 -0.013 0.020 -0.033 0.1022
H 0.163269 -3.110494 3.403228 -0.031 -0.067 -0.069 0.0234
H -1.617405 -2.875944 3.364864 -0.021 -0.092 -0.060 0.0173
H -0.880832 -3.893878 4.591307 0.084 0.058 0.036 0.0476
H 1.840856 -1.221695 5.165980 -0.011 -0.017 0.038 0.0337
H 1.146800 -2.161174 6.498601 0.017 0.053 0.001 0.0393
H 1.047277 -0.399462 6.515790 0.045 -0.030 -0.022 0.0324
H -2.959951 -1.008581 5.644374 0.016 -0.028 0.038 0.0383
H -1.851573 -0.453417 6.907000 -0.053 -0.021 -0.022 0.0309
H -2.148723 -2.177241 6.696549 -0.009 0.061 0.005 0.0385
N 7.488995 -1.521318 -1.542550 -0.031 0.021 0.022 0.1368
C 6.237479 -1.347160 -1.046140 0.094 -0.020 -0.050 -0.2951
C 5.882574 -0.138370 -0.419583 0.028 -0.008 -0.004 -0.0105
C 4.620453 0.038288 0.089519 -0.068 -0.121 0.016 -0.0534
C 3.696495 -1.005375 -0.009022 0.235 -0.031 -0.088 -0.3254
C 4.027510 -2.217380 -0.623181 0.021 0.157 0.004 -0.0439
C 5.289171 -2.382839 -1.137053 0.022 -0.031 -0.008 -0.0116
S 2.100279 -0.786012 0.543888 0.828 0.022 -0.239 0.5883
O 1.523010 -2.075928 0.992916 0.451 -0.115 -0.194 -0.4137
O 1.986750 0.180472 1.641358 0.292 0.128 0.049 -0.3571
N 1.007477 -0.351793 -0.536738 0.533 0.613 -0.404 -0.1978
C 1.016366 0.939681 -1.064179 0.222 -0.473 0.109 -0.4333
N 2.130869 1.663579 -1.095733 0.084 0.013 -0.127 0.1537
C 2.054512 2.836864 -1.716503 0.040 -0.055 0.078 -0.0826
C 0.887858 3.304789 -2.299958 -0.023 0.053 -0.041 -0.0211
C -0.229157 2.512094 -2.147469 0.007 -0.082 0.008 -0.0942
N -0.174408 1.338140 -1.515536 -0.308 0.117 -0.098 0.1034
H 8.143285 -0.760840 -1.559748 -0.008 -0.003 0.005 0.1077
H 7.722431 -2.342621 -2.069314 -0.010 -0.002 0.006 0.1078
H 6.613448 0.656924 -0.340097 -0.009 -0.024 -0.005 0.1192
H 4.339248 0.969589 0.561303 -0.021 -0.032 -0.006 0.1161
H 3.299994 -3.015732 -0.691401 -0.006 0.031 0.012 0.1186
H 5.559912 -3.317301 -1.613120 0.010 0.028 0.016 0.1195
H 2.964222 3.426626 -1.740572 0.004 -0.022 -0.001 0.1209
H 0.846709 4.248579 -2.822777 0.006 -0.019 0.014 0.1132
H -1.199042 2.812636 -2.526364 -0.029 -0.003 -0.011 0.1205
C -0.813185 -4.245923 0.763622 0.003 0.052 -0.036 -0.0367
O -1.115431 -2.919543 0.289604 0.084 0.244 0.010 -0.2068
C -0.946379 -2.716106 -1.071596 -0.153 -0.012 0.068 -0.2355
C -0.299178 -3.599045 -1.906147 0.011 -0.159 -0.054 -0.0536
C -0.185424 -3.282828 -3.256621 0.006 -0.051 0.017 -0.6628
Br 0.737223 -4.480331 -4.386307 0.004 -0.002 -0.004 0.7841
C -0.745547 -2.141122 -3.779548 -0.072 0.014 -0.034 -0.0493
C -1.403337 -1.250775 -2.929562 -0.131 0.202 -0.175 -0.0692
C -1.446690 -1.517559 -1.570885 -0.091 0.093 0.043 -0.2206
O -1.879818 -0.557162 -0.659277 0.137 0.070 0.025 -0.1157
C -2.026991 -0.044952 -3.521099 0.206 -0.166 0.214 -0.2926
N -1.637242 0.506247 -4.632418 -0.147 0.158 -0.063 0.1912
C -2.502639 1.582384 -4.819592 0.218 -0.067 -0.169 -0.2352
C -2.546012 2.523248 -5.849871 0.038 0.021 -0.018 -0.0118
C -3.517043 3.501761 -5.788600 -0.023 -0.030 0.055 -0.0841
C -4.439876 3.554124 -4.727612 0.041 -0.010 -0.034 -0.0859
C -4.412335 2.632478 -3.699643 0.069 0.011 -0.017 -0.0214
C -3.421701 1.655141 -3.771917 -0.088 -0.084 0.183 -0.2078
N -3.083726 0.605350 -2.935722 -0.135 0.022 0.030 0.1704
H 0.265323 -4.396797 0.788701 0.019 -0.008 -0.015 0.0999
H -1.293148 -4.974966 0.114864 -0.024 -0.035 0.009 0.1093
H -1.221560 -4.314662 1.763713 -0.005 -0.003 0.020 0.0723
H 0.123792 -4.519969 -1.534545 0.009 0.021 -0.017 0.1076
H -0.694557 -1.910778 -4.834489 0.011 -0.011 0.019 0.1180
H -1.453911 0.298903 -1.013097 -0.004 -0.063 -0.024 0.0530
H -1.837334 2.474943 -6.666365 -0.020 -0.003 0.011 0.1144
H -3.578574 4.243394 -6.573868 -0.002 -0.007 0.008 0.1036
H -5.190521 4.333329 -4.719621 0.005 -0.007 -0.006 0.1043
H -5.125032 2.672934 -2.885742 0.011 -0.016 -0.015 0.1098
H -3.591871 0.291222 -2.126555 0.006 -0.007 -0.018 0.1589
```
Positions in Å, forces in eV/Å.


(3)
Below is a molecular structure, C10H34BaO14P at a distorted geometry, with properties calculated with ωB97M-V/def2-TZVPD.

Spin multiplicity ... 1
Charge ... -1
HOMO level ... -2.328 eV
LUMO level ... 1.30 eV
Relative energy (zero: lowest compared OMol25 entry of this formula, charge and spin) ... 2.2845 eV
F_max ... 0.1488 hartree/bohr

The geometry in XYZ format:
```
60
Properties=species:S:1:pos:R:3:forces:R:3:lowdin_charge:R:1
Ba -3.122318 -21.212924 23.254114 1.461 1.189 1.541 2.0261
P -0.763298 -19.518263 25.332102 7.038 -2.205 -2.042 0.0464
O -0.472147 -20.819947 26.168799 -2.050 0.047 1.336 -0.3685
O 0.624110 -18.863564 25.330670 -1.684 1.766 0.553 -0.4429
O -2.008296 -18.672455 25.665558 -0.981 -0.120 0.061 -0.3728
O -0.782183 -20.219120 23.887936 -3.219 0.196 -0.575 -0.6242
C -5.250213 -24.101650 24.408541 -0.354 0.542 -0.025 -0.1265
O -5.210842 -22.666966 24.496071 -0.198 -0.711 0.197 -0.2463
H -4.497071 -24.399346 23.688873 -0.063 -0.115 -0.087 0.0650
H -5.039964 -24.604804 25.352333 0.127 0.219 0.129 0.0825
H -6.250121 -24.375464 24.071608 0.104 -0.407 -0.197 0.0774
H -5.723831 -22.434167 25.276792 0.283 0.376 0.003 0.0797
C -2.104878 -17.614168 22.482227 0.749 -0.584 -0.586 -0.1791
O -2.954307 -18.385229 23.304553 -0.507 1.007 -0.400 -0.3019
H -1.803654 -16.660519 22.921767 -0.236 0.014 0.136 0.0854
H -1.180261 -18.178193 22.293996 0.040 0.060 0.158 0.0750
H -2.551975 -17.424149 21.496927 -0.319 0.087 0.178 0.0526
H -2.582845 -18.241831 24.230575 -0.071 -0.711 0.207 0.0132
C -1.341575 -20.843558 19.404984 -0.091 -0.791 -0.273 -0.1262
O -1.888152 -21.305686 20.633989 -0.187 0.188 -0.057 -0.2334
H -1.786699 -21.413279 18.579293 -0.005 0.127 -0.091 0.0777
H -1.584923 -19.796142 19.258192 0.108 0.081 0.286 0.0804
H -0.265832 -21.016629 19.367833 0.065 0.341 0.081 0.0893
H -1.570964 -22.201133 20.781938 0.182 0.043 -0.059 0.0700
C -4.886745 -20.059419 26.728098 0.290 0.550 0.239 -0.1705
O -4.108854 -20.136029 25.564970 -0.867 -0.021 -0.259 -0.3199
H -5.943072 -19.839067 26.524090 -0.041 -0.390 -0.237 0.0693
H -4.769880 -20.963819 27.335462 -0.211 -0.017 0.006 0.0697
H -4.563920 -19.202726 27.331638 0.145 -0.179 0.117 0.0907
H -3.318698 -19.520581 25.674484 0.706 0.249 0.112 -0.0062
C -1.195591 -23.641220 27.494921 -0.222 0.546 0.547 -0.2905
C -2.432972 -22.924843 26.953248 0.409 -0.440 -1.250 -0.2644
O -2.155246 -22.466305 25.640759 -1.226 -1.182 -0.690 -0.2877
O -0.212895 -22.712074 27.853255 0.395 -0.781 0.521 -0.1010
H -0.833760 -24.401520 26.785870 -0.074 0.253 -0.425 0.1047
H -1.467805 -24.242454 28.374960 -0.012 0.259 0.283 0.0973
H -2.695063 -22.049526 27.551864 0.023 -0.189 0.465 0.1144
H -3.269195 -23.635091 26.893642 -0.176 0.057 0.137 0.0922
H -1.407663 -21.749232 25.780430 0.886 0.866 0.123 -0.0430
H -0.157961 -21.954069 27.203138 -0.229 0.155 -0.037 0.0279
C -5.903490 -24.581463 20.369785 -0.255 -0.117 -0.067 -0.2422
C -5.638243 -23.172940 20.878824 0.397 -1.020 -1.572 -0.2107
O -4.336044 -23.071011 21.449289 -0.184 -0.020 0.395 -0.1943
O -6.074236 -25.481160 21.455297 0.139 0.048 0.133 -0.0595
H -5.072086 -24.904871 19.728193 0.080 0.094 0.069 0.1245
H -6.798442 -24.583072 19.734844 -0.006 0.196 0.080 0.1229
H -6.471237 -22.849441 21.499065 0.400 0.218 0.465 0.1353
H -5.594753 -22.592811 19.954204 -0.411 0.392 0.235 0.1019
H -3.924954 -23.941396 21.458502 -0.208 -0.097 0.076 0.0861
H -6.146502 -26.375452 21.110320 0.000 0.001 0.023 0.0893
C -4.733582 -19.259131 20.379582 1.107 0.975 -1.947 -0.2596
C -5.117784 -19.933814 19.054585 -1.020 0.481 0.556 -0.2124
O -6.548439 -20.042216 18.994910 -0.194 -1.015 0.126 -0.0819
O -5.142626 -19.940107 21.524089 -0.263 -0.154 -0.108 -0.1224
H -5.089540 -18.221994 20.339438 -0.335 -0.082 0.291 0.1315
H -3.648456 -19.118775 20.321180 0.035 -0.405 0.700 0.0971
H -4.690320 -20.935498 19.014367 -0.189 -0.070 -0.025 0.1017
H -4.811160 -19.386609 18.160441 0.547 0.176 0.272 0.1218
H -6.970000 -19.233774 18.701481 0.317 0.258 -0.057 0.0809
H -6.077675 -19.729823 21.625535 0.055 -0.238 0.230 0.1085
```
Positions in Å, forces in eV/Å.


Calculated calculated total energy in order - -12471.1949 -162983.3581 -49571.9584 eV